Entry 1:
Density functional theory data (ωB97M-V/def2-TZVPD) for a 7-piece molecular cluster, C7H13Cl15 overall.

The energy above the lowest of the compared OMol25 structures with the same formula, charge and spin is 0.1183 eV.

```
35
C7H13Cl15 ωB97M-V/def2-TZVPD
C 1.15976 2.98777 -3.40530
C -4.06197 -2.20936 0.28608
Cl -1.17888 -3.89040 -3.61773
C 2.48692 -0.37946 3.29844
H 0.06197 4.17879 2.10558
Cl 0.27194 2.35899 0.12098
Cl 1.25259 -4.12975 -1.02234
C 2.48827 -3.86117 0.21192
H -2.31863 -1.91891 -4.23223
Cl 0.99388 -1.21691 3.80137
H -0.81917 0.40580 0.85785
H 3.28539 -0.76408 3.91640
Cl -0.42348 4.21939 4.38389
Cl 2.04733 -4.57354 1.76095
Cl -4.65464 -1.18464 -1.01272
Cl -0.45236 -1.10920 -3.11005
Cl 1.15239 -0.43380 -0.08010
H 2.62169 -0.54662 2.23925
H 1.43108 2.75723 -2.38293
H 3.41683 -4.29723 -0.13720
H 1.10841 5.32156 2.99753
Cl 2.38073 1.37328 3.54488
Cl -0.92940 6.29187 2.37753
Cl -2.30606 -2.00863 0.46487
H -2.38723 -2.24814 -2.46650
H 1.74576 3.79467 -3.82374
C -0.23425 0.67694 -0.01134
C -1.77440 -2.25407 -3.35844
H 2.60799 -2.78967 0.32318
Cl -4.88690 -1.87970 1.79115
H -0.79465 0.53490 -0.92790
H -4.22542 -3.24026 0.00200
C 0.09800 4.95928 2.85438
Cl -0.53911 3.52537 -3.36181
Cl 1.37562 1.54972 -4.38788
```


Entry 2:
Density functional theory data (ωB97M-V/def2-TZVPD) for C7H13Cl2NO3S in the gas phase.

```
27
C7H13Cl2NO3S ωB97M-V/def2-TZVPD
S -2.01087 -1.63036 0.30471
Cl 1.37506 3.02790 0.31899
H -2.74139 0.59835 0.18806
C -0.11514 0.87479 -0.28576
O -0.69921 -1.50933 -0.61421
H -1.28891 0.96701 -2.60696
H -0.78620 1.52772 1.65215
C 2.24146 -1.01278 0.51259
H 0.51760 -0.53540 -1.83520
C 2.26654 0.49841 0.72359
H 1.48372 -1.48436 1.13756
C -2.15146 0.03360 0.90633
H -0.15867 -0.12139 1.65822
C -0.74379 0.59847 1.08446
N -1.49542 0.08989 -2.14064
H -1.63018 -0.61125 -2.86269
C -0.38861 -0.27764 -1.28273
H -2.68138 -0.07536 1.85300
H 2.05462 -1.28345 -0.52219
O -1.60183 -2.47484 1.38176
Cl 3.95488 1.09787 0.50759
C 1.35908 1.30292 -0.21249
H -0.64870 1.73726 -0.69313
H 2.01462 0.75389 1.75139
H 1.79953 1.31673 -1.21002
H 3.20498 -1.43189 0.79286
O -3.13032 -1.97676 -0.50724
```


Looking at DFT total energy for the records above, in order, we have -7177.37690, -1873.58324 Ha.
Looking at orbital gap for the records above, in order, we have 11.21, 11.08 eV.